No. 1
Below is 2 unconnected molecules or ions with the total composition C4H6N2O3S3, with properties calculated with ωB97M-V/def2-TZVPD.

Frontier orbital gap (spin up / spin down): 6.38 / 6.89 eV
⟨S²⟩: 2.02
LUMO (spin up / spin down): 0.006 / -0.106 Ha
Max |F|: 0.0997 Eh/bohr
2S+1: 3

Geometry as XYZ:
```
18
Properties=species:S:1:pos:R:3:forces:R:3:nbo_charge:R:1
O -3.055330 -0.674966 -0.963207 0.08 -0.29 -0.69 -0.54
H 2.107203 0.723187 1.813449 -0.01 -0.19 -0.07 0.43
C 2.201786 -1.694058 -0.080046 0.18 -0.39 -0.25 -0.19
O 4.446034 1.692261 -0.499630 4.68 -1.79 -1.10 -0.85
S 3.331756 2.525751 -0.462681 -2.81 -1.04 -1.15 1.74
H 2.155327 -2.709041 -0.423972 0.01 -0.54 0.91 0.23
S 2.454726 -0.595009 -1.387126 0.39 -0.41 -1.88 0.35
H -1.847061 -1.444290 -3.191422 -0.05 0.53 -1.93 0.26
H -0.161765 -1.650653 -2.408203 -1.63 0.79 -0.02 0.24
C 2.215450 0.613364 -0.274973 -0.81 2.68 -0.30 -0.17
S -0.732339 0.544918 -0.674358 0.27 -0.87 -1.27 -0.08
O 3.066188 3.095033 0.790151 -1.13 1.91 2.53 -0.89
H -1.583713 -2.680396 -2.163629 -0.03 0.72 0.71 0.25
N 2.131478 -1.189944 1.099237 -0.37 -0.48 -0.23 -0.18
N 2.156741 0.147075 0.987113 0.37 0.28 1.61 -0.47
H -1.588275 1.046931 0.162145 -0.92 0.49 0.73 0.14
C -1.295720 -1.614497 -2.314088 1.14 -2.08 0.22 -0.76
C -1.927016 -0.667352 -1.369720 0.64 0.66 2.17 0.48
```
Positions in Å, forces in eV/Å.



No. 2
Below is C4H6N2O4 in the gas phase, with properties calculated with ωB97M-V/def2-TZVPD.

Frontier orbital gap (spin up / spin down): 6.80 / 7.65 eV
LUMO (spin up / spin down): -0.018 / -0.007 Ha
Max |F|: 0.0771 Eh/bohr
2S+1: 1

Geometry as XYZ:
```
16
Properties=species:S:1:pos:R:3:forces:R:3:nbo_charge:R:1
C 0.272776 -1.482646 -1.217983 2.60 -2.16 1.06 0.43
H 0.974170 1.660133 1.595554 0.77 0.27 0.04 0.21
H -1.322823 1.123333 -2.092474 -0.36 0.38 -0.40 0.50
C -0.516286 -0.524852 -1.802648 -1.43 1.07 -3.54 0.53
H -0.107543 -1.566511 -3.364134 -1.57 1.15 0.84 0.53
O -0.824439 -0.851196 -3.125422 1.63 -0.10 1.17 -0.70
O -0.855492 0.944664 2.161538 0.03 2.26 1.82 -0.48
H 0.570991 1.799445 3.493151 0.21 -0.54 -1.96 0.21
C -0.677193 -0.130514 1.542053 -2.95 -1.58 -1.01 0.51
C 0.277753 1.868850 2.382242 -2.13 1.80 2.28 -0.30
N 0.626218 -1.458207 0.121635 -0.94 -1.19 -2.75 -0.36
N 0.308723 -0.606837 1.028625 2.94 1.60 1.15 -0.35
H -0.216492 2.921401 2.392033 1.01 -1.77 -0.72 0.20
O -0.679686 0.781456 -1.474332 0.21 -1.44 0.54 -0.64
H 1.357278 -2.085220 0.299060 1.09 -0.93 0.59 0.40
O 0.812046 -2.393299 -1.938899 -1.10 1.17 0.88 -0.69
```
Positions in Å, forces in eV/Å.



No. 3
Below is 2 unconnected molecules or ions with the total composition C4H6N2O8, with properties calculated with ωB97M-V/def2-TZVPD.

Frontier orbital gap: 8.27 eV
LUMO: -0.054 Ha
Max |F|: 0.1061 Eh/bohr
SMILES: O=[N+]([O-])/C(O)=[N+](/[O-])O.O=CC(=O)CO
2S+1: 1

Geometry as XYZ:
```
20
Properties=species:S:1:pos:R:3:forces:R:3:nbo_charge:R:1
C 1.688639 -1.799476 -0.023728 -3.16 -2.85 3.42 0.35
C -2.229382 -0.324949 -0.519217 1.22 -2.72 -0.72 0.40
O 0.417912 1.653839 0.118184 -0.75 0.12 -3.28 -0.69
H 0.696572 0.262349 -1.232861 -0.12 -0.25 -1.59 0.22
O -1.807665 -0.234495 -1.794630 -1.26 0.50 0.57 -0.64
H 2.134884 0.815358 -0.481204 3.64 0.64 -0.79 0.21
O -3.164082 0.624371 1.307832 -0.72 0.30 2.48 -0.47
O -2.237822 -1.687598 1.323546 -0.10 -1.25 0.91 -0.38
O -3.152410 1.623651 -0.678837 -0.34 0.05 0.95 -0.46
H 1.324926 -2.769199 0.390544 -0.25 0.28 0.31 0.12
H -2.721451 -0.180100 1.757092 -0.47 0.71 -1.11 0.51
O 0.464448 -0.525146 1.606064 -0.04 -0.67 -0.06 -0.50
N -2.870081 0.639566 0.040509 0.58 0.60 -1.79 0.37
C 1.171553 0.567673 -0.339877 -3.77 0.70 0.71 -0.19
H 0.606830 1.743191 0.998207 0.49 0.59 3.71 0.47
H -2.405302 0.478555 -2.136820 0.67 -0.23 -0.13 0.52
O 2.526272 -1.833881 -0.817313 3.29 0.96 -3.22 -0.45
C 1.017905 -0.581825 0.534970 0.61 0.42 0.69 0.45
N -2.004418 -1.622007 0.137647 1.59 1.37 -3.12 0.50
O -1.459371 -2.455091 -0.608384 -1.12 0.74 2.03 -0.35
```
Positions in Å, forces in eV/Å.



No. 4
Below is a molecular structure, C4H6N2O8S2Zn, with properties calculated with ωB97M-V/def2-TZVPD.

Frontier orbital gap: 3.62 eV
Charge: -2
LUMO: 0.137 Ha
Max |F|: 0.1295 Eh/bohr
2S+1: 1

Geometry as XYZ:
```
23
Properties=species:S:1:pos:R:3:forces:R:3:nbo_charge:R:1
O 1.979212 -2.212133 -2.569297 1.45 -2.35 3.13 -1.12
N -0.606933 1.667484 0.131580 -1.49 0.43 0.66 -0.36
O 1.335978 -0.864449 -4.168860 -1.35 2.62 -2.42 -1.11
N 0.074148 -1.161726 0.732608 -0.63 -0.67 0.57 -0.34
C -1.599713 2.025676 0.587865 1.93 -1.07 -0.77 0.34
H -2.691885 2.539296 2.231290 -0.04 0.04 0.09 0.25
O 0.686326 -0.322911 -1.935482 -1.81 2.30 1.06 -1.23
S 3.258079 1.710855 0.110430 4.45 -1.61 -1.17 2.64
Zn 1.077729 0.524835 -0.420115 -0.45 -1.24 0.36 1.75
O 2.733430 0.400634 0.506900 0.66 -4.24 2.67 -1.20
H -3.589137 1.678068 0.995398 -0.33 0.62 -0.41 0.26
O 3.584078 2.467993 1.253036 -0.25 2.75 3.20 -1.07
H -2.175055 -2.395676 2.335492 0.07 -0.56 0.36 0.24
S 0.857350 -1.379295 -2.905976 3.38 -2.95 -3.93 2.65
H -0.997075 -3.813139 1.983929 -0.05 0.27 0.77 0.25
C -1.544745 -2.939083 1.631551 -0.64 -1.11 -0.31 -0.72
C -2.839276 2.452938 1.154762 0.42 0.30 0.75 -0.72
O 4.461639 1.604937 -0.706781 -0.27 -0.07 -0.69 -1.06
H -2.170756 -3.389878 0.861488 -0.13 0.45 -0.28 0.26
O 2.080762 2.080051 -0.631718 -2.25 5.47 -3.05 -1.18
C -0.627784 -1.996018 1.095241 1.24 1.51 -0.90 0.33
O -0.351563 -2.145329 -3.039638 -2.80 -0.73 0.39 -1.11
H -2.934810 3.466868 0.766296 -1.10 -0.15 -0.08 0.26
```
Positions in Å, forces in eV/Å.



No. 5
Below is a gas-phase ion, C4H6N2OP (charge +1), with properties calculated with ωB97M-V/def2-TZVPD.

Frontier orbital gap: 7.79 eV
Charge: +1
LUMO: -0.228 Ha
Max |F|: 0.1120 Eh/bohr
SMILES: C=P1=C=[NH+]C(=O)CN1
2S+1: 1

Geometry as XYZ:
```
14
Properties=species:S:1:pos:R:3:forces:R:3:nbo_charge:R:1
N -0.533904 0.734540 1.714604 2.67 -0.03 0.23 -0.57
C 0.930134 0.404836 1.617188 0.34 -2.45 -0.76 0.68
H 1.871320 -1.196395 0.390516 0.42 -0.33 1.20 0.26
C -1.978296 -0.274201 -2.040236 2.57 1.55 4.91 -0.69
O 1.642725 0.380162 2.575641 -1.36 0.78 -0.93 -0.43
C -1.432905 0.757137 0.795881 -0.58 -0.69 -0.60 -0.04
H 1.076179 -1.103256 -1.594190 -0.61 0.29 -0.09 0.46
N 0.675040 -0.402332 -0.974066 -0.60 1.56 1.40 -0.92
C 1.510259 -0.196345 0.257339 0.24 1.43 0.12 -0.34
H -1.628023 -0.427928 -2.957614 1.39 -1.03 -3.66 0.24
H -0.677211 0.957035 2.695736 -0.91 0.36 0.13 0.45
H -2.971015 -0.256849 -1.829990 -2.81 0.42 0.49 0.26
P -0.890773 0.145304 -0.827344 0.01 -1.25 -1.68 1.38
H 2.406469 0.478292 0.176534 -0.78 -0.61 -0.76 0.26
```
Positions in Å, forces in eV/Å.



No. 6
Below is C4H6N2OS in the gas phase, with properties calculated with ωB97M-V/def2-TZVPD.

Frontier orbital gap: 9.32 eV
LUMO: 0.028 Ha
Max |F|: 0.0935 Eh/bohr
SMILES: Cn1[nH]cc(S)c1=O
2S+1: 1

Geometry as XYZ:
```
14
Properties=species:S:1:pos:R:3:forces:R:3:nbo_charge:R:1
O -0.157650 -1.908639 -0.205404 -1.86 -4.17 -0.04 -0.62
C 1.983587 -0.560078 0.323305 0.13 0.53 3.02 -0.45
H 0.720607 1.912430 -0.866607 -0.37 -0.67 1.65 0.37
H 2.025889 0.040113 1.401374 0.93 -1.45 -2.79 0.21
N 0.397613 1.328325 -0.032880 1.67 1.52 -1.29 -0.41
C -0.316760 -0.738812 -0.245236 0.63 0.64 0.00 0.60
H 2.768669 -0.425079 -0.444831 0.39 -0.35 1.34 0.22
H -2.944425 -1.559260 -0.217235 -0.21 -0.65 -0.09 0.15
H -1.270040 2.356996 -0.004460 -2.03 2.58 0.26 0.22
C -1.034972 1.373798 0.018149 4.11 -2.25 -1.07 -0.01
N 0.828568 -0.003521 -0.277027 -3.11 2.52 -0.64 -0.28
C -1.482182 0.144254 -0.152255 -2.79 -0.27 0.88 -0.27
H 1.716344 -1.649787 0.598911 0.80 1.75 -0.84 0.27
S -3.235245 -0.310745 0.104202 1.72 0.26 -0.39 0.02
```
Positions in Å, forces in eV/Å.



No. 7
Below is C4H6N2OS in the gas phase, with properties calculated with ωB97M-V/def2-TZVPD.

Frontier orbital gap: 8.32 eV
LUMO: -0.018 Ha
Max |F|: 0.0946 Eh/bohr
SMILES: CN=[S@@]1(=O)C=CN=C1
2S+1: 1

Geometry as XYZ:
```
14
Properties=species:S:1:pos:R:3:forces:R:3:nbo_charge:R:1
H 3.185416 1.389459 -1.428859 0.31 -0.89 0.45 0.21
C 1.430707 1.480926 1.170665 -1.40 -4.13 -2.16 0.09
C 2.557502 0.906599 -0.664291 0.44 -0.59 -4.03 -0.05
H 1.875630 -0.998394 -1.626196 0.18 0.77 0.34 0.26
C 1.852355 -0.191912 -0.881527 -1.47 -0.46 1.01 -0.42
O 0.789994 -1.548998 1.134868 -0.69 0.47 -0.26 -0.91
H -2.584213 -0.044005 -0.739640 -0.10 -1.34 0.16 0.21
H -2.316629 -1.270752 0.534524 -0.47 -0.47 1.64 0.20
C -1.852621 -0.702610 -0.210788 0.16 0.72 -4.01 -0.44
S 0.530376 -0.278327 0.460399 1.01 2.62 0.66 1.75
N 2.278235 1.763596 0.344929 0.99 2.62 1.96 -0.42
H -1.373852 -1.436307 -0.937792 -1.09 0.58 0.49 0.17
N -0.883794 0.314110 0.101912 2.94 -1.12 1.86 -0.86
H 1.090196 1.899206 2.040994 -0.80 1.24 1.89 0.21
```
Positions in Å, forces in eV/Å.



No. 8
Below is a molecular structure, C4H6N2OS, with properties calculated with ωB97M-V/def2-TZVPD.

Frontier orbital gap: 10.06 eV
LUMO: 0.023 Ha
Max |F|: 0.0810 Eh/bohr
2S+1: 1

Geometry as XYZ:
```
14
Properties=species:S:1:pos:R:3:forces:R:3:nbo_charge:R:1
C -1.362319 -0.114596 0.448720 -1.92 2.90 2.30 0.09
O -1.669208 1.688793 0.714049 0.14 -3.77 0.13 -0.81
H 3.232384 -0.462897 0.429741 -0.83 0.78 -0.70 0.25
H 2.008123 -1.048368 -2.127831 -0.08 0.74 0.96 0.22
C 2.225097 -0.236598 0.023089 -1.47 -0.98 0.43 -0.34
H -1.923221 0.430857 -1.604905 -1.30 -1.84 0.89 0.19
N 0.266362 -0.569351 -1.136509 1.91 0.15 -1.44 -0.27
C 1.604691 -0.588506 -1.196334 -0.31 -1.56 -1.49 -0.04
H -1.599489 -0.636459 1.426575 0.57 1.02 -1.02 0.23
C 1.093166 0.021614 0.799830 2.47 1.91 2.22 -0.02
H 1.214287 0.584852 1.760647 -1.00 -1.05 -0.76 0.24
S -2.519266 -0.605027 -0.762855 0.95 1.98 -1.36 0.06
H -2.549457 1.663147 1.150432 0.69 0.00 -0.41 0.45
N -0.021148 -0.127464 0.075351 0.18 -0.29 0.26 -0.25
```
Positions in Å, forces in eV/Å.



- Which formula does entry 7 have?
  C4H6N2OS



- Number 1 is which compound?
  C4H6N2O3S3



- What is the max |F| in the second record?
  0.0771 Eh/bohr